Arrangement A

DFT (ωB97M-V/def2-TZVPD) results for 2 unconnected molecules or ions with the total composition C6H16.

## Properties
HOMO energy = -11.232 eV
SMILES = CC(C)C.CC
Kohn-Sham gap = 12.3 eV

Each line ends with the Löwdin charge.
Positions of all 22 atoms, in Å:
H: -2.6598 2.2671 2.3388  0.06
H: -1.4831 0.9909 0.7208  0.03
H: 1.0535 -2.1123 1.2247  0.07
C: 0.8060 -0.9115 -0.5740  -0.50
H: 1.1305 -1.5195 -2.6756  0.08
C: -1.6683 2.6501 2.0882  -0.17
H: -1.7764 3.7329 2.0200  0.06
H: 2.5642 -1.8832 0.3313  0.07
H: 1.2507 0.2146 -2.3977  0.07
H: -1.1873 -1.2123 0.3175  0.07
H: -0.1178 1.9887 0.6963  0.06
H: -1.0647 2.3635 2.9522  0.06
H: 1.0309 0.0349 -0.0789  0.11
C: -0.6852 -1.2121 -0.6507  -0.11
H: -1.3088 -0.5321 -1.2375  0.08
C: 1.4816 -2.0201 0.2289  -0.10
H: -1.7195 2.5801 -0.0331  0.07
C: 1.4382 -0.7625 -1.9575  -0.09
C: -1.2013 2.0404 0.7557  -0.16
H: -0.7599 -2.2183 -1.0763  0.08
H: 2.5287 -0.8042 -1.8510  0.07
H: 1.3785 -2.9798 -0.2956  0.08

***

Arrangement B

DFT (ωB97M-V/def2-TZVPD) results for 2 unconnected molecules or ions with the total composition C6H16.

## Properties
HOMO energy = -10.750 eV
SMILES = CC(C)C.CC
Kohn-Sham gap = 11.9 eV

Each line ends with the Löwdin charge.
Positions of all 22 atoms, in Å:
C: 0.9028 1.1412 0.2946  -0.41
H: -0.5425 -2.5932 -1.7368  0.08
H: 3.0347 0.5165 0.0597  0.05
C: 1.3072 2.6036 0.7128  -0.08
H: 0.4525 1.0811 -0.7048  0.11
C: -2.5951 -2.0138 -1.1379  -0.17
H: 1.8236 -0.5123 -0.6475  0.06
H: -0.9032 -1.0300 -2.0724  0.07
C: 2.0447 0.1685 0.1441  -0.11
H: 2.1443 -0.5018 1.0380  0.09
H: -3.0175 -1.9808 -2.1388  0.07
C: -1.1204 -1.7530 -1.2925  -0.17
H: -0.3874 -0.3951 1.1299  -0.02
H: -0.7608 -1.5885 -0.2579  0.05
H: -0.8828 1.2656 1.4877  0.07
H: 0.4565 3.2571 0.5883  0.06
H: 0.3519 0.3449 2.4334  0.09
H: 1.5219 2.6589 1.7620  0.05
H: -3.0145 -2.9195 -0.8915  0.03
H: -2.9908 -1.2826 -0.4690  0.06
H: 2.2647 3.0158 0.2772  0.09
C: -0.0899 0.5171 1.4214  -0.06

***

It is arrangement A that is the most stable of them.